(1)
183
Properties=species:S:1:pos:R:3 method="wB97M-V/def2-TZVPD" lumo_ev=0.5 homo_lumo_gap_ev=8.8 total_energy_ha=-2910.1544 charge=0
C 3.22 4.66 0.75
C 4.55 3.96 1.05
N 5.15 4.48 2.29
C 5.86 5.72 2.01
C 6.48 6.35 3.26
C 6.02 3.44 2.86
C 5.27 2.32 3.58
H 2.67 4.82 1.67
H 2.60 4.12 0.03
H 3.46 5.64 0.34
H 4.41 2.88 1.13
H 5.26 4.08 0.21
H 6.61 5.57 1.22
H 5.16 6.47 1.63
H 5.83 6.36 4.14
H 7.41 5.87 3.54
H 6.69 7.41 3.09
H 6.72 3.92 3.55
H 6.62 2.97 2.06
H 4.76 1.67 2.86
H 4.60 2.71 4.35
H 5.97 1.69 4.14
C 4.33 0.89 -0.80
C 4.91 0.70 -2.20
N 4.08 -0.10 -3.06
C 2.73 0.45 -3.14
C 1.80 -0.40 -4.01
C 4.67 -0.30 -4.37
C 5.89 -1.23 -4.34
H 3.46 1.53 -0.79
H 5.11 1.26 -0.14
H 4.08 -0.08 -0.35
H 5.08 1.70 -2.66
H 5.94 0.34 -2.12
H 2.22 0.48 -2.18
H 2.77 1.50 -3.49
H 0.77 -0.13 -3.80
H 1.92 -0.26 -5.09
H 2.01 -1.45 -3.79
H 5.05 0.64 -4.81
H 3.97 -0.73 -5.08
H 5.59 -2.27 -4.24
H 6.55 -1.03 -3.49
H 6.49 -1.15 -5.24
C -4.98 -6.14 -2.41
C -5.15 -4.94 -1.48
N -4.37 -5.09 -0.24
C -4.25 -3.78 0.42
C -3.34 -2.79 -0.30
C -5.02 -6.02 0.67
C -4.05 -6.51 1.75
H -5.45 -5.89 -3.37
H -5.46 -7.05 -2.06
H -3.95 -6.40 -2.67
H -4.78 -4.08 -2.02
H -6.22 -4.85 -1.23
H -5.27 -3.37 0.52
H -3.84 -3.90 1.42
H -3.07 -1.95 0.34
H -2.38 -3.29 -0.48
H -3.73 -2.47 -1.27
H -5.39 -6.90 0.14
H -5.91 -5.58 1.15
H -3.17 -7.01 1.34
H -4.55 -7.21 2.42
H -3.65 -5.67 2.32
C -0.79 -0.64 -1.22
C -1.24 -0.14 0.14
N -0.37 0.85 0.76
C -0.08 2.03 -0.03
C -1.35 2.84 -0.30
C 0.85 0.22 1.28
C 1.77 1.08 2.11
H -1.48 -1.37 -1.66
H 0.22 -1.07 -1.19
H -0.59 0.18 -1.92
H -2.24 0.30 0.12
H -1.29 -1.02 0.79
H 0.41 1.73 -0.97
H 0.59 2.70 0.51
H -1.79 3.22 0.62
H -2.09 2.24 -0.84
H -1.14 3.68 -0.97
H 0.55 -0.65 1.87
H 1.41 -0.17 0.41
H 2.45 0.49 2.72
H 2.30 1.85 1.54
H 1.19 1.62 2.88
C -3.87 5.59 0.62
O -3.26 6.43 -0.35
H -4.95 5.77 0.67
H -3.81 4.55 0.27
H -3.40 5.67 1.60
H -3.74 7.26 -0.44
C -4.07 4.22 -3.00
O -3.21 5.33 -3.05
H -3.71 3.46 -2.29
H -5.07 4.52 -2.67
H -4.14 3.78 -3.99
H -3.13 5.70 -2.16
C -5.16 1.09 -0.20
O -6.52 0.72 -0.04
H -4.70 1.27 0.77
H -4.62 0.22 -0.61
H -5.00 1.92 -0.90
H -6.98 0.73 -0.88
C 0.06 4.00 -3.62
O 0.77 2.95 -4.27
H -0.14 4.78 -4.36
H -0.90 3.65 -3.26
H 0.66 4.46 -2.84
H 1.62 3.29 -4.56
C 2.11 4.73 4.40
O 3.50 4.94 4.66
H 1.59 4.69 5.36
H 1.77 5.59 3.82
H 1.91 3.77 3.92
H 4.08 4.68 3.92
C -0.41 -3.49 -4.79
C -0.27 -4.02 -3.39
C -1.56 -4.83 -3.17
O -2.21 -4.92 -4.44
C -1.29 -4.54 -5.46
H 0.54 -3.32 -5.30
H -0.88 -2.51 -4.89
H -0.14 -3.26 -2.62
H 0.60 -4.68 -3.33
H -2.18 -4.25 -2.49
H -1.34 -5.77 -2.68
H -1.89 -4.11 -6.26
H -0.73 -5.38 -5.88
C -3.12 0.77 -5.99
C -3.94 -0.30 -5.28
C -3.72 0.03 -3.79
O -2.67 1.01 -3.75
C -2.00 1.01 -4.99
H -3.71 1.68 -6.09
H -2.76 0.55 -6.99
H -3.65 -1.33 -5.48
H -4.98 -0.25 -5.61
H -3.31 -0.82 -3.23
H -4.63 0.36 -3.28
H -1.24 0.23 -5.03
H -1.48 1.95 -5.18
C -0.84 0.41 4.84
C -2.16 0.85 4.23
C -1.81 2.26 3.69
O -0.87 2.76 4.64
C -0.18 1.71 5.28
H -0.27 -0.13 4.08
H -0.94 -0.31 5.64
H -2.94 1.00 4.98
H -2.54 0.21 3.43
H -2.68 2.92 3.63
H -1.27 2.18 2.74
H -0.14 1.87 6.36
H 0.87 1.74 4.94
C 2.51 -2.66 6.90
C 3.00 -1.74 5.80
C 2.18 -2.17 4.60
O 0.95 -2.66 5.15
C 1.02 -2.86 6.55
H 2.69 -2.24 7.90
H 3.02 -3.62 6.92
H 4.05 -1.96 5.59
H 2.87 -0.67 5.98
H 2.61 -3.01 4.04
H 1.95 -1.38 3.88
H 0.76 -3.88 6.81
H 0.38 -2.10 7.01
C -0.41 -5.60 1.82
C 0.00 -4.15 1.97
C 0.75 -3.86 0.69
O 0.21 -4.74 -0.29
C -0.66 -5.68 0.31
H -1.29 -5.92 2.37
H 0.43 -6.26 2.05
H 0.56 -3.93 2.89
H -0.88 -3.50 2.06
H 1.82 -4.09 0.84
H 0.76 -2.81 0.40
H -0.64 -6.68 -0.11
H -1.70 -5.38 0.10


(2)
93
Properties=species:S:1:pos:R:3 method="wB97M-V/def2-TZVPD" lumo_ev=-5.0 homo_lumo_gap_ev=5.8 total_energy_ha=-4857.9106 charge=+1 de_lowest_kcal_mol=4.0
Pb 0.45 0.49 -0.89
Cl 3.94 8.25 1.36
C 3.06 6.77 1.48
C 1.86 6.73 2.17
C 1.16 5.55 2.26
C 1.65 4.37 1.67
C 2.85 4.45 0.96
C 3.56 5.63 0.86
C 0.94 3.08 1.73
C 1.62 1.93 1.96
C 2.98 1.78 2.49
C 3.20 0.46 2.60
C 2.00 -0.20 2.09
C 1.85 -1.66 1.96
C 2.81 -2.46 2.77
C 3.81 -3.17 2.12
C 4.74 -3.89 2.85
C 4.66 -3.90 4.24
Cl 5.82 -4.79 5.16
C 3.66 -3.19 4.90
C 2.74 -2.47 4.16
C 0.98 -2.28 1.14
N 0.14 -1.64 0.20
C -0.57 -2.58 -0.36
C -1.60 -2.37 -1.39
C -1.88 -3.52 -2.27
C -3.15 -4.09 -2.34
C -3.39 -5.17 -3.16
C -2.36 -5.68 -3.93
Cl -2.65 -7.03 -4.98
C -1.09 -5.13 -3.88
C -0.84 -4.06 -3.04
C -2.31 -1.22 -1.49
C -3.40 -0.93 -2.41
C -3.88 0.28 -2.06
C -3.07 0.74 -0.95
N -2.12 -0.12 -0.64
C -3.36 1.94 -0.15
C -2.44 2.58 0.61
C -2.71 3.48 1.72
C -1.53 3.75 2.30
C -0.52 3.05 1.50
N -1.05 2.36 0.53
C -4.77 2.38 -0.13
C -5.09 3.72 -0.33
C -6.41 4.14 -0.30
C -7.41 3.21 -0.06
Cl -9.06 3.73 -0.02
C -7.12 1.87 0.14
C -5.80 1.46 0.09
C -0.24 -3.90 0.17
C 0.72 -3.71 1.09
N 1.07 0.65 1.76
H 1.49 7.63 2.64
H 0.23 5.54 2.80
H 3.22 3.57 0.45
H 4.48 5.68 0.29
H 3.62 2.59 2.80
H 4.07 -0.04 3.00
H 3.86 -3.16 1.04
H 5.53 -4.45 2.36
H 3.61 -3.22 5.98
H 1.97 -1.91 4.67
H -3.95 -3.70 -1.72
H -4.37 -5.63 -3.21
H -0.29 -5.53 -4.50
H 0.14 -3.61 -3.01
H -3.74 -1.57 -3.21
H -4.70 0.82 -2.51
H -3.69 3.78 2.06
H -1.36 4.31 3.20
H -4.30 4.43 -0.53
H -6.66 5.18 -0.47
H -7.91 1.17 0.33
H -5.56 0.41 0.25
H -0.71 -4.82 -0.13
H 1.20 -4.45 1.71
Cl -0.23 1.56 -3.95
C 0.22 0.05 -4.81
C 0.75 -1.06 -3.89
O 1.41 -1.93 -4.42
O 0.40 -1.03 -2.65
H 0.96 0.31 -5.55
H -0.68 -0.31 -5.30
N 4.19 -0.17 -0.41
C 5.21 -0.95 -0.80
C 4.68 -1.92 -1.62
C 3.31 -1.64 -1.66
N 3.01 -0.58 -0.92
H 4.21 0.60 0.23
H 6.22 -0.76 -0.47
H 5.21 -2.71 -2.13
H 2.53 -2.14 -2.23


(3)
99
Properties=species:S:1:pos:R:3 method="wB97M-V/def2-TZVPD" lumo_ev=-6.0 homo_lumo_gap_ev=6.8 total_energy_ha=-5990.4518 charge=+2
Ga -1.30 0.22 0.04
O 0.66 0.65 0.25
S 1.25 -0.67 -0.34
C 2.57 -0.14 -1.33
C 3.88 -0.12 -0.93
C 4.92 0.24 -1.81
C 4.58 0.56 -3.10
C 5.44 0.90 -4.28
C 4.45 1.24 -5.42
C 3.09 0.95 -4.84
C 1.84 1.00 -5.38
C 0.74 0.75 -4.54
C 0.83 0.43 -3.20
P -0.87 0.36 -2.46
C -1.61 1.91 -3.03
C -0.84 3.08 -2.99
C -1.41 4.30 -3.29
C -2.75 4.38 -3.65
C -3.52 3.23 -3.69
C -2.96 2.00 -3.37
C -1.68 -1.01 -3.33
C -1.53 -2.28 -2.77
C -2.04 -3.39 -3.41
C -2.71 -3.25 -4.62
C -2.83 -1.99 -5.20
C -2.32 -0.87 -4.56
C 2.15 0.28 -2.64
C 3.22 0.58 -3.49
C 1.89 -1.58 1.02
C 2.74 -2.59 0.63
C 3.37 -3.45 1.54
C 3.13 -3.24 2.87
C 3.68 -3.94 4.08
C 3.07 -3.20 5.29
C 2.13 -2.19 4.68
C 1.28 -1.31 5.26
C 0.46 -0.54 4.42
C 0.48 -0.58 3.04
P -0.95 0.41 2.43
C -2.38 -0.14 3.41
C -3.08 -1.24 2.91
C -4.15 -1.77 3.63
C -4.53 -1.19 4.83
C -3.82 -0.11 5.33
C -2.75 0.41 4.63
C -0.52 2.10 2.91
C -1.48 3.04 3.30
C -1.10 4.33 3.63
C 0.23 4.70 3.56
C 1.19 3.78 3.16
C 0.82 2.49 2.84
C 1.47 -1.41 2.39
C 2.21 -2.24 3.27
H 4.13 -0.43 0.08
H 5.94 0.23 -1.47
H 6.06 0.03 -4.54
H 6.13 1.71 -4.06
H 4.63 0.65 -6.32
H 4.51 2.29 -5.71
H 1.67 1.26 -6.42
H -0.24 0.85 -4.99
H 0.21 3.03 -2.73
H -0.81 5.20 -3.26
H -3.19 5.33 -3.91
H -4.56 3.28 -3.98
H -3.58 1.11 -3.38
H -1.00 -2.41 -1.84
H -1.92 -4.37 -2.97
H -3.11 -4.11 -5.12
H -3.33 -1.88 -6.15
H -2.41 0.09 -5.04
H 2.96 -2.72 -0.42
H 4.03 -4.23 1.19
H 4.77 -3.91 4.08
H 3.39 -5.00 4.06
H 3.83 -2.70 5.88
H 2.53 -3.87 5.96
H 1.20 -1.21 6.34
H -0.26 0.10 4.91
H -2.79 -1.71 1.98
H -4.68 -2.62 3.24
H -5.36 -1.60 5.39
H -4.10 0.33 6.28
H -2.20 1.24 5.06
H -2.52 2.77 3.34
H -1.85 5.04 3.95
H 0.53 5.71 3.83
H 2.23 4.07 3.11
H 1.57 1.77 2.54
I -4.20 -0.02 -0.36
C -4.46 1.99 0.22
I -2.64 3.06 0.11
H -4.80 2.00 1.25
H -5.18 2.46 -0.45
F -0.05 -3.84 -0.18
B -1.10 -3.70 0.61
F -1.43 -1.62 0.13
F -2.30 -4.05 0.18
F -0.90 -3.50 1.91


(4)
104
Properties=species:S:1:pos:R:3 method="wB97M-V/def2-TZVPD" lumo_ev=2.1 homo_lumo_gap_ev=6.3 total_energy_ha=-3779.9254 charge=-1 de_lowest_kcal_mol=31.5
Na -0.31 -0.91 0.79
Cl -6.25 -5.25 -0.20
C -4.96 -4.21 0.38
C -5.28 -3.11 1.18
C -4.28 -2.29 1.64
C -2.90 -2.48 1.32
O -2.01 -1.72 1.76
C -2.62 -3.63 0.48
C -1.28 -3.99 0.08
N -0.23 -3.30 0.29
C 0.98 -3.75 -0.23
C 1.12 -4.40 -1.44
C 2.38 -4.81 -1.91
C 3.52 -4.52 -1.21
C 3.42 -3.82 0.02
C 4.56 -3.48 0.77
C 4.41 -2.81 1.95
C 3.10 -2.49 2.37
N 2.02 -2.77 1.69
C 2.16 -3.43 0.51
C -3.66 -4.46 0.05
H -6.31 -2.92 1.44
H -4.53 -1.43 2.25
H -1.21 -4.96 -0.43
H 0.24 -4.57 -2.05
H 2.44 -5.32 -2.87
H 4.49 -4.81 -1.58
H 5.55 -3.75 0.40
H 5.25 -2.53 2.57
H 2.95 -1.97 3.31
H -3.42 -5.32 -0.57
C -4.90 2.59 2.66
O -4.03 1.97 3.64
C -3.23 1.14 2.91
N -3.36 1.12 1.66
C -4.30 2.19 1.30
C -3.56 3.31 0.59
C -4.24 4.48 0.27
C -3.59 5.52 -0.39
C -2.26 5.39 -0.73
C -1.57 4.23 -0.42
C -2.22 3.19 0.24
C -2.15 0.44 3.65
C -2.34 -0.43 4.71
C -1.22 -1.03 5.27
C 0.04 -0.73 4.77
C 0.12 0.18 3.73
N -0.95 0.75 3.17
C 1.37 0.59 3.07
N 1.43 0.88 1.85
C 2.78 1.37 1.57
C 3.53 1.09 2.90
O 2.50 0.69 3.83
C 2.73 2.82 1.16
C 1.85 3.70 1.78
C 1.83 5.04 1.41
C 2.69 5.51 0.43
C 3.56 4.63 -0.20
C 3.57 3.29 0.16
H -4.88 3.67 2.84
H -5.91 2.21 2.81
H -5.07 1.78 0.64
H -5.29 4.59 0.53
H -4.14 6.42 -0.63
H -1.75 6.20 -1.25
H -0.53 4.11 -0.69
H -1.68 2.29 0.48
H -3.34 -0.65 5.07
H -1.33 -1.75 6.07
H 0.93 -1.19 5.17
H 3.20 0.78 0.75
H 4.03 1.97 3.31
H 4.24 0.27 2.80
H 1.15 3.34 2.52
H 1.13 5.72 1.89
H 2.67 6.55 0.14
H 4.21 4.98 -0.99
H 4.21 2.59 -0.36
N 3.73 -1.15 -6.95
C 3.22 -0.82 -5.69
C 3.04 0.51 -5.32
C 2.57 0.83 -4.06
C 2.29 -0.17 -3.14
C 2.48 -1.50 -3.50
C 2.93 -1.83 -4.76
S 1.73 0.21 -1.50
O 1.68 1.66 -1.42
O 2.67 -0.45 -0.62
N 0.34 -0.51 -1.27
C -0.71 -0.31 -2.10
N -1.83 -0.96 -1.71
C -2.91 -0.78 -2.46
C -2.91 0.01 -3.60
C -1.71 0.62 -3.91
N -0.61 0.48 -3.18
H 3.53 -0.45 -7.66
H 3.45 -2.07 -7.27
H 3.26 1.29 -6.03
H 2.40 1.86 -3.77
H 2.26 -2.27 -2.78
H 3.08 -2.87 -5.03
H -3.80 -1.30 -2.12
H -3.80 0.14 -4.20
H -1.62 1.25 -4.79


The highest charge belongs to which entry? C49H38BF4GaI2OP2S